ORCA calculation (wB97M-V/def2-TZVPD) on a molecular structure, C40H34MgN4O4PS at a distorted geometry.

Computed properties:
Total charge: -1
Spin multiplicity: 1
Kohn-Sham gap: 6.2 eV
E_tot: -3004.4021 a.u.
HOMO level: -4.08 eV

The geometry in XYZ format:
```
85
Properties=species:S:1:pos:R:3:forces:R:3
C -5.958 -0.352 -0.069 0.10 0.03 0.07
C 0.104 1.190 -2.462 0.17 0.44 -0.90
O -1.179 -1.340 1.190 -0.51 -0.92 0.13
H 3.562 -0.007 1.298 -0.17 0.14 -0.12
H 3.332 -1.456 -0.747 0.11 0.09 0.04
H -3.380 -2.509 -0.306 0.03 -0.08 -0.01
C -3.265 1.154 1.435 0.33 0.25 -0.01
H -1.732 0.634 -5.136 -0.07 0.04 0.11
C 2.765 0.180 0.554 0.92 0.17 -0.25
C -2.433 -5.139 -4.830 0.30 -0.20 0.13
C 3.259 -0.363 -0.808 0.31 0.14 0.26
C -2.421 -4.448 -6.031 -0.17 -0.07 0.03
H -3.324 0.395 2.222 -0.01 0.00 -0.06
C -6.762 -2.605 -0.266 -0.05 -0.10 0.01
O 0.086 0.977 -1.226 0.10 1.26 -1.25
N -0.343 -1.935 -1.427 0.02 0.40 0.52
C -7.010 -1.247 -0.142 -0.15 0.10 0.02
H -0.864 -3.100 0.156 -0.05 0.00 0.11
H -0.099 -2.860 -4.637 0.04 0.04 -0.09
C -0.946 -1.412 2.434 0.09 -0.46 1.18
H -2.191 2.910 -0.636 0.14 -0.05 0.10
C -4.806 -5.106 -4.924 0.01 -0.17 0.29
H -2.928 -2.091 2.873 -0.05 -0.01 -0.06
C -1.451 1.538 -4.572 0.31 -0.33 -0.12
C -0.286 -2.959 -3.579 0.02 0.14 0.16
H -4.962 0.319 -2.613 -0.08 0.03 -0.13
H -8.029 -0.885 -0.112 -0.06 0.02 0.02
C -0.126 -1.872 -2.727 0.09 -0.12 -0.65
H -2.574 -2.330 5.302 -0.03 0.00 0.00
C 2.447 0.893 -2.676 0.28 -0.18 -0.07
C -4.646 -0.810 -0.118 0.37 0.01 -0.12
H -1.190 -5.170 -1.200 -0.04 -0.08 0.06
S -0.901 -5.634 -4.043 -0.14 0.36 0.03
C -1.972 2.692 -2.810 0.23 0.03 0.05
C -0.893 -4.243 -1.665 0.10 0.14 -0.04
N -4.807 -4.459 -6.077 -0.46 0.16 -0.23
H 2.358 -0.528 2.878 -0.14 0.00 -0.17
H -2.902 3.273 -4.811 -0.03 0.05 0.01
H -4.445 1.288 -4.773 -0.13 -0.15 -0.02
C -3.550 1.479 -1.440 0.64 0.65 0.24
H -3.690 -6.008 -3.318 0.00 -0.04 0.10
C -1.969 -1.860 3.318 -0.10 -0.01 -0.17
O -2.067 3.042 2.252 -0.01 0.28 0.07
H -1.492 -4.178 -6.506 0.09 0.03 -0.05
N 2.318 -0.027 -1.806 0.15 -0.33 -0.24
H 0.215 -0.921 -3.105 0.08 0.01 -0.15
C -2.654 2.494 -1.519 -0.82 -0.23 0.36
C -1.230 1.349 -3.080 0.31 -0.12 0.13
C -0.197 2.108 -5.172 -0.13 0.22 -0.27
H -4.142 1.810 1.498 0.23 -0.13 0.00
C -0.684 -4.164 -3.029 0.00 -0.39 -0.16
C -4.407 -2.173 -0.256 0.06 0.07 0.06
Mg -0.330 0.004 0.209 -0.14 -0.95 -0.43
H 4.271 0.062 -0.988 -0.11 -0.11 0.11
H -6.147 0.710 0.016 -0.03 0.11 -0.01
C -3.649 -5.472 -4.253 -0.02 0.08 -0.19
H -7.589 -3.300 -0.317 -0.06 -0.06 -0.04
H 2.634 1.260 0.438 0.10 0.02 -0.01
C -0.519 -1.695 5.218 0.08 -0.02 0.32
C -0.707 -3.092 -0.911 -0.15 -0.74 0.17
H 1.462 -1.032 4.829 0.06 0.02 -0.02
H -0.278 2.585 -6.140 0.17 0.02 -0.15
C -1.951 1.957 1.696 -1.22 0.42 0.57
O -0.880 1.402 1.346 0.52 0.35 0.22
H -1.291 3.542 -2.847 0.00 -0.05 0.02
H -0.362 -1.798 6.282 0.06 0.01 0.06
H 1.895 2.189 -5.146 0.10 0.14 -0.11
C -2.664 2.426 -4.161 -0.22 0.23 -0.16
P -3.147 0.254 -0.153 -1.05 0.22 -0.14
C 0.495 -1.267 4.397 0.01 0.02 -0.06
C -1.767 -1.991 4.663 0.09 0.01 -0.01
C 1.445 -0.641 2.263 0.96 -0.01 0.20
H -1.821 0.519 -2.695 0.01 0.17 -0.07
H -5.268 -4.126 -0.438 0.04 -0.10 0.01
C -3.857 1.552 -3.903 0.01 -0.15 -0.15
N 1.514 -0.350 1.022 0.09 -0.36 0.36
H -5.781 -5.350 -4.524 -0.05 -0.05 0.12
C -3.642 -4.132 -6.607 0.28 0.07 -0.14
C 0.325 -1.110 3.012 -0.75 -0.19 0.47
H 3.415 1.369 -2.926 0.00 -0.01 0.16
H -3.689 -3.597 -7.547 0.09 0.06 -0.09
C -5.458 -3.068 -0.326 -0.15 -0.19 0.00
C 1.219 1.318 -3.294 -0.48 -0.12 0.45
C 1.004 1.895 -4.602 -0.11 0.15 -0.17
C -4.160 1.044 -2.700 -0.33 -0.10 -0.24
```
Forces are in eV/Å.

***

ORCA calculation (wB97M-V/def2-TZVPD) on C4H6N2O2 in the gas phase at a distorted geometry.

Computed properties:
Spin multiplicity: 1
Kohn-Sham gap: 11.0 eV
Energy relative to the best compared isomer or geometry (same formula, charge and spin): 194.5 kJ/mol
E_tot: -415.9665 a.u.
HOMO level: -10.62 eV

The geometry in XYZ format:
```
14
Properties=species:S:1:pos:R:3:forces:R:3
H -1.677 1.583 0.669 0.10 -0.17 0.15
H -0.369 0.819 -1.251 0.01 -1.34 1.29
H 0.186 -1.538 -1.427 -1.07 0.10 -0.42
H -2.272 -0.150 0.806 0.60 1.07 -0.60
N 2.451 1.894 0.201 -0.72 -0.44 0.14
H -2.761 0.903 -0.640 2.79 -0.90 1.50
H 0.358 -0.213 1.537 -0.51 0.50 -1.47
C 1.276 -1.348 0.053 1.78 -1.35 -0.77
C 1.625 1.100 0.341 -1.17 -1.35 -0.09
C 0.543 -0.057 0.425 0.77 1.04 -0.22
O 0.796 -2.137 -0.996 1.16 1.47 2.12
N -0.612 0.110 -0.495 0.22 2.14 -0.73
C -1.831 0.645 0.128 -2.98 -0.44 -0.48
O 2.288 -1.610 0.649 -0.99 -0.33 -0.41
```
Forces are in eV/Å.

***

ORCA calculation (wB97M-V/def2-TZVPD) on a molecular structure, C5H9NS at a distorted geometry.

Computed properties:
Spin multiplicity: 1
Kohn-Sham gap: 8.7 eV
Energy relative to the best compared isomer or geometry (same formula, charge and spin): 424.0 kJ/mol
E_tot: -648.6917 a.u.
HOMO level: -7.77 eV

The geometry in XYZ format:
```
16
Properties=species:S:1:pos:R:3:forces:R:3
H 1.555 0.384 0.965 -0.38 1.12 0.17
C 1.154 -0.520 0.566 1.47 -2.61 0.46
H 2.837 -0.581 -0.777 -1.13 0.24 -0.58
C -0.300 -0.624 0.461 -2.12 2.16 -2.26
C -1.288 -1.516 0.226 0.13 2.60 0.56
C 1.718 -0.736 -0.884 4.19 0.69 5.40
N -1.198 0.695 -0.462 2.33 -3.87 2.68
H -1.092 2.141 1.283 -0.23 -0.97 -1.19
H -0.498 2.521 -0.364 -1.02 0.54 0.43
C -1.311 1.973 0.167 4.86 -0.06 1.50
H 1.284 -0.114 -1.522 -1.73 2.69 -2.78
H 1.644 -1.700 -1.143 -0.75 -3.63 -1.15
H -1.358 -2.560 0.332 -0.03 -1.05 0.23
H -2.244 2.302 0.046 -3.61 1.92 -0.95
H 1.631 -1.283 1.383 -1.39 1.21 -2.13
S -2.534 -0.384 -0.277 -0.58 -0.99 -0.35
```
Forces are in eV/Å.

***

ORCA calculation (wB97M-V/def2-TZVPD) on 2 unconnected molecules or ions with the total composition C9H14 at a distorted geometry.

Computed properties:
Spin multiplicity: 1
Kohn-Sham gap: 10.1 eV
Energy relative to the best compared isomer or geometry (same formula, charge and spin): 28.8 kJ/mol
E_tot: -351.3192 a.u.
HOMO level: -9.07 eV

The geometry in XYZ format:
```
23
Properties=species:S:1:pos:R:3:forces:R:3
H -1.023 2.189 -1.871 0.18 0.04 -0.20
C -0.957 -1.263 0.948 0.89 0.57 0.19
H 2.945 -0.994 -2.831 0.09 0.10 0.04
H 3.017 -2.429 -1.783 0.50 -0.04 -0.18
H 3.694 -0.038 -0.682 0.10 0.11 0.15
H 2.749 -1.251 0.224 0.31 -0.02 0.02
H -2.585 2.289 -1.103 -0.10 -0.12 -0.16
H 0.496 1.290 2.578 0.06 0.00 -0.16
C 2.580 -1.443 -1.911 -0.48 -0.59 0.09
C -1.815 1.589 -1.438 -0.09 -0.24 0.43
H 0.292 -1.247 2.641 0.30 0.40 0.34
C -0.152 -0.613 1.890 -1.23 -0.57 -0.89
H 1.527 -1.683 -2.051 -0.19 0.24 -0.10
H 1.915 0.048 -0.490 0.19 0.35 -0.20
C 2.772 -0.607 -0.657 -0.58 -0.13 0.19
H -2.176 -1.085 -0.773 0.14 0.27 -0.15
C -1.547 -0.531 -0.078 -0.03 -1.01 -0.20
C -1.290 0.812 -0.254 -0.25 1.01 0.37
C -0.585 1.493 0.752 0.35 -1.05 -0.58
H -0.975 -2.342 0.968 -0.47 -0.11 -0.02
C -0.051 0.763 1.799 0.67 0.49 0.96
H -0.305 2.530 0.627 -0.30 0.16 0.11
H -2.215 0.911 -2.190 -0.07 0.16 -0.06
```
Forces are in eV/Å.

***

ORCA calculation (wB97M-V/def2-TZVPD) on C4H4N2O in the gas phase at a distorted geometry.

Computed properties:
Spin multiplicity: 1
Kohn-Sham gap (spin up / spin down): 7.1 / 7.1 eV
Energy relative to the best compared isomer or geometry (same formula, charge and spin): 622.7 kJ/mol
E_tot: -339.3445 a.u.
HOMO level (spin up / spin down): -9.51 / -9.51 eV

The geometry in XYZ format:
```
11
Properties=species:S:1:pos:R:3:forces:R:3
C -0.275 0.547 0.019 -0.11 -0.48 -0.02
H -2.075 -0.198 -0.899 0.07 0.09 0.12
N 1.871 0.976 0.007 0.16 -0.45 0.03
O -2.253 1.643 0.003 1.90 1.55 0.00
C -1.763 0.362 0.002 0.48 -1.05 0.03
C 0.054 1.910 0.002 -0.92 -0.78 -0.04
H 1.299 -1.064 0.066 0.03 -0.19 -0.07
N 1.313 2.193 -0.007 -1.17 1.10 -0.07
H 2.874 0.899 -0.061 -0.17 0.13 0.07
C 0.973 -0.044 0.023 -0.32 0.03 0.04
H -2.099 -0.201 0.891 0.05 0.06 -0.09
```
Forces are in eV/Å.

***

Number 5 is which compound?
C4H4N2O

***

The highest E_tot belongs to which entry?
C4H4N2O